11 unconnected molecules or ions with the total composition C84H178N6O6. Source: the Open Molecules 2025 dataset; level of theory: ωB97M-V/def2-TZVPD.

Structure (ORCA input):
```
! RIJCOSX wB97M-V def2-TZVPD def2/J DEFGRID3
* xyz 0 7
C 4.3701 -1.1078 0.8716
C 4.0247 -2.1904 1.9168
C 4.3814 -1.8796 3.3327
C 5.8630 -1.9534 3.6671
C 6.3709 -1.1083 4.8509
C 7.8837 -1.0918 4.9832
H 4.0033 -1.3490 -0.1329
H 5.4564 -0.9752 0.7789
H 3.8743 -0.1410 1.1694
H 2.9525 -2.3312 1.8460
H 4.5937 -3.0983 1.6669
H 3.8863 -2.5879 3.9819
H 4.0421 -0.8374 3.4729
H 6.1197 -3.0232 3.8363
H 6.3732 -1.6488 2.7261
H 6.0662 -0.0699 4.7013
H 5.8685 -1.4437 5.7426
H 8.2651 -0.4010 5.7691
H 8.2185 -2.0680 5.2808
H 8.3778 -0.8241 4.0304
C -0.6544 -1.8153 4.6127
C 0.8124 -2.2410 4.6062
C 0.9791 -3.4629 5.5460
C 0.2096 -4.6712 5.0173
C 0.5076 -5.1021 3.5653
C 1.9148 -5.6751 3.3954
H -1.3303 -2.4211 4.0063
H -0.7758 -0.8208 4.1874
H -1.1285 -1.7944 5.6055
H 1.1030 -2.4496 3.5500
H 1.3740 -1.3704 4.9121
H 0.6121 -3.1263 6.5531
H 2.0381 -3.6626 5.6451
H 0.4168 -5.5845 5.6295
H -0.8367 -4.3922 5.1560
H -0.2135 -5.8240 3.2502
H 0.3915 -4.2475 2.8780
H 2.1566 -5.9811 2.4031
H 2.6606 -4.9301 3.6884
H 1.9987 -6.5290 4.0823
C -3.0614 -4.3631 -3.2791
C -1.7508 -4.8632 -4.0071
C -2.1088 -5.6793 -5.2153
C -0.9429 -6.3484 -5.9973
C -1.4620 -7.2969 -7.0904
C -0.3598 -7.8128 -7.9727
H -2.8119 -3.7477 -2.4141
H -3.5223 -5.2475 -2.8166
H -3.7623 -3.8286 -3.9263
H -1.0249 -4.0907 -4.3139
H -1.2045 -5.4445 -3.2691
H -2.6537 -5.0522 -5.9550
H -2.8312 -6.4458 -4.8376
H -0.2014 -5.6689 -6.4790
H -0.3690 -6.8619 -5.2055
H -1.8863 -8.1315 -6.5854
H -2.2036 -6.8009 -7.6776
H -0.7289 -8.5539 -8.7009
H -0.0427 -7.0287 -8.6214
H 0.3968 -8.2324 -7.3582
C -1.1922 1.0619 -5.9196
C -1.0928 2.5853 -5.8655
C -0.0548 3.2124 -4.9146
C -0.2139 4.7164 -4.9307
C 0.7210 5.4850 -3.9876
C 0.6867 4.9129 -2.5633
H -1.9041 0.6702 -6.6641
H -1.6531 0.6725 -5.0386
H -0.2251 0.5225 -6.0562
H -0.9166 3.0114 -6.8870
H -2.0959 3.0197 -5.5952
H 0.9418 2.8722 -5.1741
H -0.0977 2.9270 -3.8461
H -0.0962 5.1111 -5.9254
H -1.2356 4.9681 -4.6426
H 1.7535 5.4152 -4.3813
H 0.4471 6.5409 -3.9038
H 1.3917 4.0453 -2.4459
H 0.9039 5.6125 -1.7657
H -0.2631 4.4835 -2.2708
C 1.3700 -6.2595 -1.2625
C 2.0761 -6.5376 -2.6285
C 2.0642 -5.3347 -3.5608
C 2.6183 -5.6160 -4.9504
C 2.4585 -4.5102 -5.9836
C 2.8204 -4.9448 -7.3786
H 1.8152 -5.3919 -0.7204
H 1.5690 -7.0859 -0.6149
H 0.2809 -6.1922 -1.3983
H 3.1223 -6.8300 -2.3919
H 1.5919 -7.4062 -3.0484
H 2.6462 -4.5655 -3.0558
H 1.0413 -4.9323 -3.6822
H 3.6934 -5.8198 -4.8167
H 2.1556 -6.5328 -5.3293
H 1.4139 -4.1244 -6.0163
H 3.1413 -3.7260 -5.7103
H 2.0613 -5.6128 -7.8037
H 2.8927 -4.0987 -8.0726
H 3.7884 -5.4458 -7.4728
C 1.5958 1.4358 4.8084
C 2.7284 2.3876 4.6942
C 3.6130 2.0748 3.5508
C 4.4421 3.1951 2.9635
C 3.6131 4.3762 2.6295
C 2.7569 4.9202 3.7618
N 2.1908 3.7598 4.4241
O 1.4362 4.1483 5.5422
C 3.7424 5.7335 4.6318
C 1.7523 5.8501 3.2720
C 3.5499 2.3963 6.0035
H 1.3484 1.4087 5.8487
H 2.1321 0.5244 4.4925
H 0.7680 1.6517 4.1195
H 4.2697 1.2374 3.8557
H 3.0005 1.7632 2.6865
H 4.8640 2.8125 2.0079
H 5.3125 3.4514 3.5940
H 2.9896 4.0218 1.7845
H 4.2984 5.0896 2.1685
H 3.2585 6.0009 5.5656
H 4.6424 5.1884 4.8231
H 3.9845 6.6710 4.0441
H 1.0423 6.1710 4.0339
H 2.3563 6.6973 2.9011
H 1.2016 5.2729 2.5115
H 4.6086 2.7603 5.9213
H 3.6563 1.3697 6.2719
H 2.9588 2.9596 6.6871
C -4.2108 -1.6562 3.2888
C -4.3864 -3.0878 2.7572
C -5.3508 -3.8565 3.6543
C -6.8129 -3.5156 3.4292
C -7.1896 -3.7952 2.0170
C -6.3013 -3.1280 0.9353
N -4.9380 -3.2109 1.4294
O -4.0969 -2.7171 0.4624
C -6.4793 -3.8353 -0.3929
C -6.7592 -1.6905 0.7398
C -3.0968 -3.8523 2.8426
H -5.1419 -1.2384 3.6113
H -3.7994 -1.0075 2.5417
H -3.5341 -1.7235 4.1216
H -5.3213 -4.9669 3.5795
H -4.9861 -3.6146 4.6711
H -7.0859 -2.4926 3.7231
H -7.3973 -4.2053 4.0831
H -8.2388 -3.5589 1.8946
H -7.0989 -4.8822 2.0216
H -6.3219 -4.8766 -0.2433
H -7.4362 -3.4471 -0.6871
H -5.6872 -3.4965 -1.0597
H -7.7002 -1.6705 0.2029
H -6.8909 -1.2401 1.7236
H -5.9976 -1.1550 0.1614
H -2.3371 -3.1852 2.4697
H -3.1898 -4.7602 2.2624
H -2.8871 -4.0099 3.8956
C 0.8557 -1.2910 -3.1730
C -0.1296 -1.4942 -1.9752
C -0.0927 -2.8998 -1.3826
C -0.7466 -2.9669 -0.0714
C -0.0657 -2.0711 0.9432
C -0.0547 -0.6232 0.6269
N 0.0447 -0.4482 -0.8405
O 0.2833 0.7835 -1.2869
C -1.4721 -0.0353 0.9324
C 1.0421 0.0520 1.4454
C -1.5323 -1.0145 -2.5703
H 1.8787 -1.2623 -2.8425
H 0.4945 -0.3863 -3.5669
H 0.6859 -2.1759 -3.7403
H -0.5381 -3.6370 -2.0583
H 0.9110 -3.2340 -1.1322
H -0.8565 -3.9788 0.2218
H -1.7832 -2.6323 -0.2148
H 0.9673 -2.4803 1.0463
H -0.4422 -2.1932 1.9612
H -1.5028 1.0302 0.7883
H -2.1742 -0.5284 0.3034
H -1.5621 -0.2437 1.9911
H 0.7874 -0.1930 2.4989
H 2.0061 -0.3754 1.1313
H 0.9515 1.1218 1.3375
H -1.5436 0.0734 -2.5581
H -2.3694 -1.4670 -2.0390
H -1.5381 -1.3998 -3.5947
C -4.9623 5.0351 0.0147
C -4.6587 4.1785 -1.2755
C -4.2035 2.7820 -0.8351
C -4.2170 1.8141 -2.0111
C -5.5632 1.6534 -2.5954
C -6.2301 2.9682 -3.0599
N -5.9091 3.9983 -2.1205
O -6.5137 5.0834 -2.3121
C -5.6944 3.1916 -4.4806
C -7.8449 2.6820 -3.1833
C -3.6366 4.8679 -2.1892
H -5.7710 4.5137 0.4979
H -5.3285 6.0006 -0.3547
H -4.0445 5.3213 0.5299
H -3.2405 2.8383 -0.3584
H -4.9112 2.3402 -0.1231
H -3.9127 0.8217 -1.6214
H -3.3920 2.0082 -2.6971
H -6.0939 1.0537 -1.7935
H -5.5383 0.9973 -3.4456
H -5.9487 4.2021 -4.7722
H -4.6211 3.0988 -4.4763
H -6.1008 2.3825 -5.1210
H -8.1840 2.3758 -2.2358
H -8.3438 3.6034 -3.4780
H -7.9717 1.9322 -3.9383
H -3.3947 4.3018 -3.0778
H -2.7352 5.1270 -1.5757
H -4.1385 5.7743 -2.4885
C -2.5260 5.8054 5.4287
C -3.0681 5.0829 4.1757
C -1.9202 4.7979 3.1634
C -1.1259 3.5528 3.5133
C -1.8202 2.2917 3.7952
C -2.8544 2.5843 4.9470
N -3.6807 3.8171 4.6800
O -4.8041 3.8661 5.0268
C -3.8196 1.3472 5.1113
C -2.0606 2.6627 6.2897
C -4.1574 6.0721 3.6108
H -1.6549 5.2535 5.7914
H -3.2911 5.6170 6.2189
H -2.2147 6.8507 5.3003
H -2.3512 4.6662 2.1479
H -1.2316 5.6162 3.0474
H -0.4747 3.8878 4.3515
H -0.3744 3.4188 2.7343
H -1.2291 1.4504 4.0370
H -2.3856 1.9918 2.8963
H -3.2882 0.4264 5.3229
H -4.5553 1.5521 5.8797
H -4.4837 1.3243 4.2594
H -1.1426 3.1985 6.1251
H -2.6811 3.1939 6.9806
H -1.8104 1.6732 6.6214
H -3.5984 6.9204 3.1362
H -4.8950 6.4736 4.3459
H -4.6459 5.5547 2.7530
C 6.1401 1.3995 -5.6458
C 5.8041 2.0989 -4.2822
C 5.7308 1.0338 -3.2110
C 5.5811 1.5890 -1.8153
C 6.8228 2.4363 -1.4297
C 6.9409 3.6017 -2.4005
N 6.7786 3.1745 -3.8681
O 7.3733 3.8061 -4.7080
C 5.8727 4.6787 -2.0181
C 8.3258 4.2743 -2.1859
C 4.4285 2.7329 -4.5128
H 6.9863 0.7473 -5.4614
H 6.4746 2.1483 -6.3689
H 5.2625 0.8290 -5.8762
H 4.9584 0.3587 -3.5981
H 6.6834 0.4751 -3.2057
H 5.5298 0.7238 -1.1687
H 4.6890 2.1640 -1.6188
H 7.6720 1.7450 -1.4915
H 6.8456 2.8716 -0.4327
H 5.7701 5.3406 -2.8901
H 4.9682 4.1999 -1.7481
H 6.2712 5.1828 -1.1610
H 8.4363 4.9085 -3.0788
H 8.3018 4.9050 -1.3327
H 9.1171 3.5207 -2.2314
H 3.8395 1.8903 -4.7451
H 4.4861 3.4268 -5.3932
H 4.0947 3.2085 -3.5338
*
```

The gap between HOMO and LUMO (spin up / spin down) is 7.3 / 8.8 eV. The LUMO energy (spin up / spin down) comes out at 0.379 / -0.351 eV. As for the total energy: -111207.9969 eV. The expectation value of S² is 12.03.

Here are the Löwdin charges for atoms 1 to 99, given in e:
1. C -0.11
2. C -0.27
3. C -0.24
4. C -0.21
5. C -0.27
6. C -0.12
7. H 0.07
8. H 0.06
9. H 0.06
10. H 0.07
11. H 0.12
12. H 0.10
13. H 0.09
14. H 0.13
15. H 0.11
16. H 0.09
17. H 0.10
18. H 0.08
19. H 0.06
20. H 0.08
21. C -0.11
22. C -0.24
23. C -0.20
24. C -0.21
25. C -0.25
26. C -0.09
27. H 0.03
28. H 0.05
29. H 0.09
30. H 0.08
31. H 0.07
32. H 0.12
33. H 0.09
34. H 0.12
35. H 0.09
36. H 0.09
37. H 0.08
38. H 0.05
39. H 0.06
40. H 0.08
41. C -0.08
42. C -0.28
43. C -0.24
44. C -0.21
45. C -0.27
46. C -0.12
47. H 0.04
48. H 0.08
49. H 0.08
50. H 0.09
51. H 0.08
52. H 0.12
53. H 0.13
54. H 0.10
55. H 0.11
56. H 0.10
57. H 0.10
58. H 0.08
59. H 0.06
60. H 0.06
61. C -0.11
62. C -0.25
63. C -0.23
64. C -0.24
65. C -0.24
66. C -0.12
67. H 0.07
68. H 0.03
69. H 0.08
70. H 0.12
71. H 0.10
72. H 0.11
73. H 0.10
74. H 0.10
75. H 0.10
76. H 0.10
77. H 0.10
78. H 0.08
79. H 0.06
80. H 0.05
81. C -0.11
82. C -0.25
83. C -0.24
84. C -0.23
85. C -0.28
86. C -0.12
87. H 0.07
88. H 0.05
89. H 0.07
90. H 0.12
91. H 0.10
92. H 0.11
93. H 0.08
94. H 0.12
95. H 0.10
96. H 0.10
97. H 0.10
98. H 0.06
99. H 0.07